[1]
{
  "formula": "C2H4S2",
  "method": "ωB97M-V/def2-TZVPD",
  "smiles": "C=C=S.S",
  "gap_ev": 8.67,
  "spin_multiplicity": 1,
  "charge": 0,
  "e_above_lowest_kcal_mol": 35.37,
  "energy_ha": -874.903776,
  "elements": ["C", "C", "S", "S", "H", "H", "H", "H"],
  "coordinates": [[-2.527, -2.302, -0.208], [-3.319, -3.156, -0.796], [-1.555, -1.316, 0.470], [0.935, 0.785, -1.838], [-3.147, -4.154, -0.620], [0.516, 1.550, -2.983], [-4.341, -2.961, -1.072], [0.033, -0.199, -1.895]]
}

---

[2]
{
  "formula": "C2H4S2",
  "method": "ωB97M-V/def2-TZVPD",
  "gap_ev": 8.69,
  "spin_multiplicity": 1,
  "charge": 0,
  "e_above_lowest_kcal_mol": 63.15,
  "energy_ha": -874.859508,
  "elements": ["C", "C", "H", "H", "H", "H", "S", "S"],
  "coordinates": [[2.176, 0.455, -0.065], [-0.496, 0.407, 0.218], [1.638, 1.519, -0.723], [3.385, 0.180, -0.623], [2.574, 0.855, 0.882], [-0.186, 1.347, 0.297], [0.846, -0.614, 0.025], [-1.939, 0.047, -0.072]]
}

---

Record-wise HOMO energy values, in eV: -8.81; -8.81